Density functional theory data (ωB97M-V with the def2-TZVPD basis set) for a cluster of 9 separate species, C65H89N12O4P2 in total.

Geometry (Å):
C (-0.6703, -0.0610, 2.6664)
C (-0.1981, 0.5675, 1.7426)
C (0.4161, 1.4069, 0.7150)
C (-0.3237, 2.7764, 0.7403)
C (-1.5244, 2.7201, -0.2023)
C (-1.2550, 2.3459, -1.6732)
C (-2.2842, 1.3662, -2.2382)
C (-3.6763, 2.0576, -2.2674)
C (-4.6543, 1.5635, -1.1952)
C (-5.3055, 0.1973, -1.5127)
C (-5.2603, -0.7626, -0.3190)
C (-3.8499, -1.1539, 0.1144)
O (-0.8819, 2.8542, 2.0639)
C (-1.3357, 4.1436, 2.4543)
C (-2.3034, 3.9582, 3.6267)
C (-1.6868, 3.0691, 4.7185)
C (-3.7208, 3.5544, 3.1965)
C (-3.8979, 2.0828, 2.8087)
C (-4.3108, 4.4739, 2.1188)
N (0.5448, 3.9739, 0.6272)
C (0.2552, 4.8925, -0.4699)
C (1.7725, 3.8530, 0.9767)
N (2.7139, 4.7668, 0.5915)
N (2.1015, 2.7499, 1.8033)
C (3.4103, 2.9146, 2.4440)
C (3.2742, 4.0378, 3.5064)
O (2.9146, 3.7541, 4.6105)
C (1.9490, 1.5750, 0.9169)
P (2.6361, 1.8579, -0.8358)
C (4.4398, 2.2463, -0.8318)
C (2.3861, 0.3829, -1.8984)
P (2.6141, -0.0381, 1.5366)
N (2.0273, -1.2528, 0.7846)
O (2.4438, -0.1056, 3.1218)
O (4.2017, -0.0461, 1.2850)
H (-1.1929, -0.4512, 3.4931)
H (0.3019, 0.8403, -0.2043)
H (-2.1720, 1.9579, 0.2155)
H (-2.0985, 3.6395, -0.1936)
H (-1.3231, 3.2341, -2.3017)
H (-0.2497, 1.9601, -1.8550)
H (-2.2929, 0.4264, -1.6854)
H (-2.0451, 1.1213, -3.2702)
H (-3.4916, 3.1151, -2.0849)
H (-4.1739, 1.9767, -3.2297)
H (-4.1210, 1.4530, -0.2529)
H (-5.4253, 2.3195, -1.0603)
H (-6.3624, 0.4050, -1.6648)
H (-4.8692, -0.2532, -2.4012)
H (-5.7560, -1.6808, -0.6309)
H (-5.7936, -0.3608, 0.5410)
H (-3.9138, -1.7337, 1.0316)
H (-3.3537, -1.8083, -0.6004)
H (-3.1868, -0.3133, 0.3235)
H (-1.8020, 4.7145, 1.6509)
H (-0.5291, 4.7727, 2.8507)
H (-2.3896, 4.9558, 4.0608)
H (-1.6312, 3.6427, 5.6414)
H (-0.6624, 2.7785, 4.5049)
H (-2.2698, 2.1846, 4.9510)
H (-4.3553, 3.7116, 4.0707)
H (-3.6604, 1.9536, 1.7572)
H (-4.9618, 1.8633, 2.8998)
H (-3.3866, 1.3846, 3.4606)
H (-5.3835, 4.5173, 2.3372)
H (-3.9440, 5.4944, 2.2156)
H (-4.2210, 4.0585, 1.1161)
H (0.4685, 4.3850, -1.4109)
H (0.8656, 5.7811, -0.4625)
H (-0.7683, 5.2339, -0.4833)
H (3.3043, 4.6267, -0.2074)
H (2.8301, 5.6230, 1.1044)
H (3.7348, 2.0515, 3.0122)
H (4.2266, 3.2064, 1.7821)
H (3.5038, 5.0874, 3.2359)
H (4.9036, 1.6134, -1.5885)
H (4.6603, 3.2625, -1.1436)
H (4.9677, 2.0412, 0.0948)
H (3.2793, -0.2155, -2.0607)
H (2.0874, 0.7647, -2.8730)
H (1.5729, -0.2505, -1.5648)
H (1.5833, -1.8669, 1.4591)
H (1.9253, 0.6451, 3.4459)
H (4.3374, -0.4504, 0.4178)
N (3.3261, -6.1589, 1.6058)
C (3.4381, -4.8829, 1.9665)
C (4.3128, -3.9894, 1.3758)
C (5.1301, -4.4464, 0.3551)
C (5.0342, -5.7714, -0.0340)
C (4.1163, -6.5824, 0.6190)
H (2.7819, -4.5663, 2.7732)
H (4.3536, -2.9610, 1.7081)
H (5.8311, -3.7809, -0.1341)
H (5.6553, -6.1635, -0.8272)
H (4.0005, -7.6250, 0.3447)
N (-3.0980, -4.3799, 1.4950)
C (-2.6077, -5.3575, 0.7337)
C (-1.2702, -5.7231, 0.7077)
C (-0.3894, -5.0300, 1.5162)
C (-0.8761, -4.0086, 2.3163)
C (-2.2316, -3.7264, 2.2703)
H (-3.3343, -5.8712, 0.1138)
H (-0.9306, -6.5283, 0.0712)
H (0.6643, -5.2821, 1.5255)
H (-0.2182, -3.4426, 2.9643)
H (-2.6583, -2.9377, 2.8823)
N (0.5537, -8.9559, 2.5984)
C (0.9852, -7.9568, 3.3691)
C (0.6848, -7.8457, 4.7195)
C (-0.1090, -8.8207, 5.3001)
C (-0.5676, -9.8643, 4.5140)
C (-0.2070, -9.8847, 3.1754)
H (1.5987, -7.2175, 2.8665)
H (1.0644, -7.0151, 5.2994)
H (-0.3665, -8.7687, 6.3507)
H (-1.1901, -10.6458, 4.9278)
H (-0.5406, -10.6849, 2.5233)
N (8.1652, -5.6551, -1.6446)
C (8.6814, -6.6198, -2.4055)
C (10.0304, -6.9380, -2.4359)
C (10.8943, -6.2122, -1.6326)
C (10.3780, -5.2045, -0.8344)
C (9.0134, -4.9697, -0.8778)
H (7.9697, -7.1605, -3.0198)
H (10.3924, -7.7337, -3.0723)
H (11.9549, -6.4289, -1.6275)
H (11.0182, -4.6127, -0.1925)
H (8.5665, -4.1919, -0.2664)
N (-5.2661, 4.3742, -4.6698)
C (-5.2750, 5.6598, -5.0203)
C (-5.2264, 6.1024, -6.3333)
C (-5.1614, 5.1563, -7.3427)
C (-5.1490, 3.8150, -7.0005)
C (-5.2043, 3.4800, -5.6564)
H (-5.3250, 6.3661, -4.1984)
H (-5.2399, 7.1602, -6.5573)
H (-5.1216, 5.4590, -8.3817)
H (-5.0993, 3.0451, -7.7595)
H (-5.2011, 2.4407, -5.3445)
N (-7.4822, 3.2893, 3.3713)
C (-8.4323, 2.5607, 2.7860)
C (-9.7641, 2.5804, 3.1685)
C (-10.1320, 3.4001, 4.2221)
C (-9.1596, 4.1636, 4.8460)
C (-7.8569, 4.0724, 4.3827)
H (-8.0990, 1.9305, 1.9681)
H (-10.4923, 1.9688, 2.6541)
H (-11.1618, 3.4433, 4.5525)
H (-9.4047, 4.8159, 5.6727)
H (-7.0637, 4.6554, 4.8397)
N (-4.4928, 2.6860, -10.9230)
C (-4.9506, 3.0308, -12.1253)
C (-4.2767, 3.8795, -12.9909)
C (-3.0610, 4.4028, -12.5835)
C (-2.5692, 4.0575, -11.3354)
C (-3.3215, 3.1978, -10.5505)
H (-5.9067, 2.6004, -12.4013)
H (-4.6952, 4.1230, -13.9576)
H (-2.5046, 5.0701, -13.2293)
H (-1.6246, 4.4446, -10.9784)
H (-2.9757, 2.8952, -9.5672)
N (11.0128, -3.1622, 1.9303)
C (11.4261, -2.1506, 2.6923)
C (11.1267, -2.0317, 4.0405)
C (10.3511, -3.0167, 4.6305)
C (9.9106, -4.0753, 3.8542)
C (10.2702, -4.0999, 2.5155)
H (12.0280, -1.4023, 2.1883)
H (11.4922, -1.1896, 4.6119)
H (10.0946, -2.9601, 5.6807)
H (9.3034, -4.8648, 4.2750)
H (9.9521, -4.9112, 1.8699)

Properties
Total energy in eV: -113487.4002
HOMO-LUMO gap in Ha: 0.2542
Total charge: +1

***

Density functional theory data (ωB97M-V with the def2-TZVPD basis set) for a cluster of 12 separate species, C66H144BF14N11O20S10 in total.

Geometry (Å):
B (-3.0582, 2.0898, 8.0427)
F (-1.6917, 1.9853, 7.8724)
F (-3.3766, 2.2922, 9.3347)
F (-3.4506, 3.2264, 7.4355)
F (-3.5984, 0.9568, 7.4377)
C (3.9081, -3.0582, -11.3451)
C (2.8526, -2.4532, -10.4361)
C (2.2321, -3.4638, -9.4495)
C (1.5635, -2.6224, -8.2472)
N (0.1070, -3.0337, -7.8376)
C (-0.4743, -2.1490, -6.7222)
C (-0.8805, -2.9846, -5.5182)
C (-0.9332, -4.4189, -6.0822)
C (0.1183, -4.4589, -7.1317)
C (-0.9554, -3.2301, -9.0124)
C (-0.9226, -2.1699, -10.2478)
C (-1.9797, -2.5826, -11.2687)
H (4.5761, -2.3913, -11.8900)
H (3.2912, -3.6417, -12.0284)
H (4.4750, -3.7470, -10.7186)
H (2.1141, -1.9125, -11.0282)
H (3.4284, -1.7070, -9.8886)
H (3.0338, -3.9944, -8.9359)
H (1.5832, -4.2210, -9.8896)
H (1.4647, -1.5917, -8.5880)
H (2.1158, -2.4460, -7.3242)
H (-1.2989, -1.5620, -7.1267)
H (0.2578, -1.3868, -6.4552)
H (-1.8917, -2.8281, -5.1424)
H (-0.1716, -2.9289, -4.6921)
H (-1.9402, -4.7370, -6.3520)
H (-0.5604, -5.1745, -5.3906)
H (0.0669, -5.2853, -7.8406)
H (1.1213, -4.7171, -6.7921)
H (-1.9769, -3.3278, -8.6448)
H (-0.7222, -4.1762, -9.5009)
H (0.0998, -2.2308, -10.6207)
H (-1.0851, -1.1458, -9.9117)
H (-1.7103, -3.3691, -11.9738)
H (-2.0692, -1.7309, -11.9430)
H (-3.0089, -2.6209, -10.9118)
C (0.8896, -4.0068, 5.1618)
C (-0.6997, -3.6573, 5.0215)
C (-0.9421, -2.3441, 4.3260)
C (-1.1966, -2.2780, 2.8013)
N (-1.1799, -0.7702, 2.1742)
C (-1.3513, -0.6853, 0.6444)
C (-2.0802, 0.6337, 0.2976)
C (-2.7494, 1.1255, 1.5772)
C (-2.3871, 0.0386, 2.6341)
C (0.0830, 0.0604, 2.5855)
C (1.4096, -0.5504, 2.3043)
C (2.5676, 0.3975, 2.5397)
H (1.3493, -3.5266, 4.2980)
H (0.9916, -5.0920, 5.1598)
H (1.4801, -3.5218, 5.9391)
H (-1.2377, -3.7269, 5.9669)
H (-1.2149, -4.4361, 4.4593)
H (-0.2025, -1.6391, 4.7054)
H (-1.8762, -1.8933, 4.6612)
H (-2.1516, -2.6763, 2.4588)
H (-0.3368, -2.7659, 2.3422)
H (-0.4085, -0.6625, 0.0978)
H (-1.8282, -1.6198, 0.3486)
H (-1.3462, 1.2333, -0.2408)
H (-2.8156, 0.5294, -0.5002)
H (-2.4160, 2.0887, 1.9633)
H (-3.8389, 1.1303, 1.5462)
H (-2.1633, 0.3584, 3.6518)
H (-3.2091, -0.6508, 2.8269)
H (-0.0605, 0.4739, 3.5838)
H (0.1336, 0.8827, 1.8718)
H (1.5099, -1.0935, 1.3646)
H (1.6352, -1.3276, 3.0344)
H (3.5020, -0.1537, 2.4340)
H (2.4487, 0.7152, 3.5755)
H (2.4208, 1.2621, 1.8924)
C (5.4973, 7.1646, -1.2843)
C (6.6355, 7.8610, -2.0296)
C (6.1023, 9.0092, -2.9635)
C (6.2982, 8.8114, -4.4959)
N (6.0215, 10.0903, -5.4025)
C (7.2179, 11.1332, -5.3012)
C (6.9446, 12.0724, -4.1312)
C (5.3961, 11.9751, -3.8091)
C (4.8109, 10.9244, -4.7854)
C (5.8263, 9.7167, -6.9345)
C (6.9851, 8.9552, -7.4434)
C (6.9620, 8.7233, -8.9536)
H (5.8480, 6.3309, -0.6760)
H (4.6982, 6.7903, -1.9243)
H (5.1196, 7.9333, -0.6101)
H (7.1791, 7.1068, -2.5985)
H (7.3199, 8.1366, -1.2273)
H (6.5838, 9.9700, -2.7818)
H (5.0666, 9.2839, -2.7632)
H (5.5054, 8.1129, -4.7634)
H (7.2923, 8.4230, -4.7176)
H (7.3350, 11.6000, -6.2792)
H (8.1342, 10.5455, -5.2445)
H (7.1945, 13.1090, -4.3574)
H (7.6014, 11.8570, -3.2884)
H (4.7873, 12.8788, -3.8350)
H (5.2631, 11.5996, -2.7944)
H (4.3720, 11.3315, -5.6963)
H (4.0572, 10.2705, -4.3467)
H (5.6507, 10.7196, -7.3235)
H (4.8748, 9.1851, -6.9445)
H (6.9089, 7.9509, -7.0266)
H (7.9537, 9.4279, -7.2805)
H (7.4318, 9.5862, -9.4255)
H (5.9323, 8.5619, -9.2728)
H (7.3766, 7.7718, -9.2866)
C (9.6006, -2.2638, 2.8560)
C (9.6079, -0.9179, 3.6194)
C (10.4103, -1.0852, 4.8908)
C (9.8205, -0.2294, 5.9901)
N (10.6026, -0.1615, 7.3611)
C (11.1115, -1.5422, 7.7659)
C (12.3098, -1.3106, 8.5851)
C (12.9659, -0.0920, 7.9967)
C (11.8863, 0.6611, 7.1758)
C (9.6736, 0.5352, 8.4155)
C (8.3220, -0.1517, 8.6985)
C (7.4529, 0.1721, 9.9476)
H (8.8235, -2.3681, 2.0989)
H (9.6879, -3.2023, 3.4035)
H (10.5452, -2.3511, 2.3192)
H (8.5915, -0.5264, 3.6610)
H (10.0540, -0.1351, 3.0059)
H (11.4578, -0.8230, 4.7424)
H (10.3750, -2.1141, 5.2489)
H (8.8775, -0.6768, 6.3043)
H (9.6732, 0.7567, 5.5497)
H (10.3199, -2.2444, 8.0275)
H (11.5461, -1.9804, 6.8675)
H (11.9457, -1.0905, 9.5886)
H (13.0313, -2.1248, 8.6528)
H (13.3435, 0.5137, 8.8205)
H (13.7829, -0.3812, 7.3358)
H (11.6069, 1.6466, 7.5485)
H (12.2225, 0.7606, 6.1437)
H (9.3985, 1.5280, 8.0596)
H (10.2396, 0.8300, 9.2991)
H (8.4660, -1.2315, 8.6624)
H (7.5976, -0.0461, 7.8909)
H (6.8596, 1.0672, 9.7607)
H (8.2307, 0.3793, 10.6825)
H (6.7898, -0.6630, 10.1735)
C (-7.8708, 2.7062, 3.5336)
C (-7.7565, 3.9425, 2.5823)
C (-8.4087, 3.8507, 1.2028)
C (-7.8411, 4.8732, 0.1370)
N (-8.5987, 4.7341, -1.2821)
C (-9.5025, 6.0084, -1.4388)
C (-10.8434, 5.6503, -0.8313)
C (-10.9911, 4.1178, -0.8515)
C (-9.6958, 3.6364, -1.4939)
C (-7.5107, 4.3934, -2.3266)
C (-6.4272, 5.5649, -2.5129)
C (-5.4716, 5.2541, -3.7324)
H (-7.3521, 1.8154, 3.1794)
H (-8.9160, 2.4863, 3.7511)
H (-7.4635, 2.9871, 4.5048)
H (-6.7322, 4.3142, 2.5538)
H (-8.3492, 4.6745, 3.1309)
H (-9.4907, 3.9514, 1.2867)
H (-8.3180, 2.8223, 0.8530)
H (-6.7990, 4.5828, 0.0034)
H (-7.8217, 5.9173, 0.4493)
H (-9.6265, 5.9923, -2.5216)
H (-8.9656, 6.9356, -1.2387)
H (-11.5881, 6.1657, -1.4378)
H (-10.8422, 6.0723, 0.1738)
H (-11.7872, 3.9448, -1.5757)
H (-11.1575, 3.8264, 0.1855)
H (-9.8778, 3.5928, -2.5677)
H (-9.3108, 2.6465, -1.2487)
H (-7.8431, 4.2507, -3.3547)
H (-7.1342, 3.4208, -2.0096)
H (-5.8812, 5.5780, -1.5696)
H (-6.8915, 6.4858, -2.8654)
H (-6.0051, 4.9404, -4.6297)
H (-4.5948, 4.6377, -3.5342)
H (-4.9340, 6.1272, -4.1025)
C (-4.5359, -10.5827, 6.9432)
C (-4.5025, -9.0333, 7.0004)
C (-5.1806, -8.2480, 5.8739)
C (-6.6417, -8.4109, 5.9804)
N (-7.5470, -7.6868, 4.8634)
C (-7.4250, -8.4023, 3.4492)
C (-8.2303, -9.6750, 3.4318)
C (-9.2841, -9.3386, 4.5197)
C (-9.0119, -7.9783, 5.1603)
C (-7.2282, -6.1908, 4.8896)
C (-7.2931, -5.6554, 6.3235)
C (-7.2866, -4.0709, 6.3116)
H (-5.5843, -10.8810, 6.9379)
H (-4.1070, -11.0608, 7.8238)
H (-4.0971, -11.0518, 6.0625)
H (-3.4290, -8.8618, 7.0796)
H (-4.8496, -8.7460, 7.9929)
H (-4.8184, -8.5542, 4.8924)
H (-4.8090, -7.2281, 5.9723)
H (-6.9494, -8.2891, 7.0189)
H (-6.8749, -9.4560, 5.7767)
H (-7.8411, -7.5517, 2.9094)
H (-6.3431, -8.4228, 3.3176)
H (-8.7544, -9.8308, 2.4889)
H (-7.6213, -10.5389, 3.6982)
H (-10.2671, -9.4134, 4.0549)
H (-9.4405, -10.1618, 5.2168)
H (-9.6862, -7.2528, 4.7051)
H (-9.2859, -8.0059, 6.2149)
H (-7.8438, -5.6916, 4.1414)
H (-6.2463, -6.1749, 4.4166)
H (-6.4352, -6.0381, 6.8764)
H (-8.2202, -5.8365, 6.8673)
H (-6.2784, -3.7626, 6.0350)
H (-7.5931, -3.6861, 7.2843)
H (-7.9562, -3.7441, 5.5160)
N (-7.9556, -1.5308, -1.3058)
S (-8.5777, -2.4877, -0.0256)
O (-8.4694, -1.8560, 1.2703)
O (-8.7341, -3.9391, 0.1193)
F (-10.0159, -2.1524, -0.4642)
S (-7.0671, -2.5510, -1.8636)
O (-7.6136, -3.4779, -2.8529)
O (-6.0225, -3.0824, -0.9233)
F (-6.1931, -1.5374, -2.8137)
N (2.5433, 2.1569, -6.5228)
S (2.3756, 2.9430, -5.2037)
O (1.0271, 3.2870, -4.7626)
O (3.5761, 3.7752, -4.8179)
F (2.6374, 1.6285, -4.3588)
S (2.3833, 3.6437, -7.3500)
O (3.4323, 4.6870, -7.2866)
O (1.0255, 3.9905, -7.5035)
F (2.6790, 3.0880, -8.8247)
N (-1.1692, -8.9013, -1.0618)
S (-2.4854, -9.1597, -1.6770)
O (-3.1299, -8.0907, -2.5091)
O (-3.2293, -10.1803, -0.9540)
F (-1.7655, -9.9578, -2.8901)
S (-1.5849, -7.5789, -0.1298)
O (-2.8464, -7.6199, 0.7183)
O (-1.1833, -6.2651, -0.6843)
F (-0.4633, -7.9233, 1.0244)
N (4.0625, -7.5268, 0.2224)
S (5.0892, -7.4673, 1.2452)
O (4.8706, -6.5506, 2.3631)
O (6.3848, -7.9301, 0.8022)
F (4.5561, -8.8731, 1.9256)
S (4.5275, -6.0114, -0.3656)
O (5.9088, -5.8117, -0.8590)
O (3.9417, -4.8988, 0.3308)
F (3.4834, -6.0311, -1.5906)
N (0.1203, 8.1207, -0.1453)
S (-0.0713, 7.9669, -1.6391)
O (-1.4368, 8.0172, -2.1700)
O (1.0044, 7.2018, -2.2605)
F (0.3657, 9.4717, -2.1751)
S (-0.3972, 6.5047, 0.1311)
O (0.5460, 5.6400, 0.7909)
O (-1.4791, 5.9026, -0.6489)
F (-1.3477, 7.0196, 1.3535)

Properties
Total energy in eV: -275170.6713
HOMO-LUMO gap in Ha: 0.2414
Total charge: 0

***

Number 1: HOMO level -10.46 eV. Number 2: HOMO level -7.43 eV.